Record 1
Below is 13 unconnected molecules or ions with the total composition C19H44B2NO26, with properties calculated with ωB97M-V/def2-TZVPD.

Geometry as XYZ:
```
92
Properties=species:S:1:pos:R:3:forces:R:3
C 23.81500 30.21000 11.49300 0.3029 -1.3600 0.9064
C 22.52800 31.05100 11.37000 0.2135 -2.8784 -1.3216
C 21.86000 30.84900 9.89700 -5.8070 -5.2072 12.7614
C 20.57100 31.55900 9.94300 2.0464 2.6506 -4.6009
N 19.93400 31.90200 8.59700 -1.7757 -1.1188 -0.0413
C 19.69900 30.75400 7.67900 2.6769 2.4075 -0.4845
C 20.90400 30.49600 6.90800 2.9388 -0.8430 -1.6093
C 21.63300 31.85500 6.86100 2.3622 -0.2546 -1.1329
C 20.75700 32.78400 7.70000 -0.5013 1.1322 -1.2603
C 18.56000 32.39200 8.89000 -4.1737 2.7942 -2.1608
C 18.24500 33.78700 9.52700 1.9911 -0.4513 0.8117
C 16.84200 34.24300 9.74100 -0.7551 2.0296 0.7658
H 24.01000 29.96500 12.58200 -0.3539 0.0142 -1.1947
H 24.63800 30.79700 11.22000 1.2339 0.9640 -0.4215
H 23.99300 29.28700 10.85700 -1.0001 0.8412 0.7574
H 22.80900 31.99600 11.79700 -0.5828 0.9237 -0.6037
H 21.84800 30.56700 12.05600 -0.6229 0.2078 0.3024
H 21.84600 29.75600 9.75500 -0.5688 0.4646 -0.0114
H 22.33100 31.20900 9.29300 10.4487 6.8676 -12.0468
H 20.52400 32.54200 10.26400 0.8972 1.5827 1.9755
H 20.23000 30.87200 10.51500 -5.3258 -3.6977 3.5592
H 19.00400 30.82000 6.94100 -2.8868 1.3316 -1.0142
H 19.58000 29.97600 8.21100 -1.8715 -5.5388 4.2241
H 20.55300 30.36000 5.92000 -0.1910 -0.3257 -1.2880
H 21.47100 29.52000 7.03500 -0.2660 1.5132 0.8020
H 21.68800 32.13200 5.77000 -0.0629 0.3005 1.2738
H 22.77900 31.86200 7.15600 -2.4811 -0.1265 -0.2117
H 19.95300 33.34900 7.15000 1.0000 -0.6058 0.0166
H 21.39700 33.54400 8.10800 -0.1774 0.3410 1.2202
H 17.92200 31.84500 9.56400 0.8191 -1.6779 0.1919
H 17.89900 32.38900 7.93800 1.6258 -0.2366 0.9437
H 18.89800 34.59500 9.26200 0.3929 0.2875 -0.5521
H 18.44700 33.56000 10.53700 1.3188 0.3405 1.5222
H 16.34500 33.62300 10.51100 -0.1591 0.5811 -0.6227
H 16.29200 34.42700 8.88100 -1.5022 -1.0761 -2.1665
H 16.75400 35.38300 9.97800 1.0117 -2.0474 0.8603
O 21.48100 36.20300 7.11700 -1.1088 0.8369 1.1604
C 20.89200 36.80400 8.01100 2.5776 -2.1426 -3.3784
O 20.96000 36.50100 9.24700 0.0401 -1.2057 2.7100
B 20.07400 37.35600 10.00800 0.0325 1.6475 1.6361
O 19.49300 38.30100 9.01000 0.1126 -0.9562 3.4151
C 20.03100 37.96600 7.91000 -2.5883 4.6529 -6.5914
O 19.74700 38.60600 6.86900 1.3488 -2.2097 2.1050
O 20.83000 38.05500 11.15600 -0.3559 -0.3922 -4.5778
C 20.20300 37.72900 12.22600 0.3464 -0.6802 0.3603
O 20.66400 37.88900 13.28400 0.5506 0.8244 3.6001
C 19.02200 36.87800 11.90700 -2.4052 0.3179 9.5945
O 18.96800 36.62000 10.73600 0.2417 -1.3099 -7.8187
O 18.26400 36.49400 12.82400 1.2014 0.4094 -2.2175
O 24.12100 36.54300 12.84800 0.2260 -0.7356 0.9004
C 23.93700 35.74300 11.97600 0.1868 4.3624 -0.5249
O 24.81600 35.54600 11.01100 -0.5693 -2.4204 -0.6026
B 24.14800 34.52800 10.16700 -0.2251 1.4886 -0.4559
O 22.68100 34.51900 10.49400 1.0293 0.4912 -0.6288
C 22.56200 35.30000 11.54500 -1.5526 -3.7342 4.1632
O 21.68300 35.18200 12.40900 1.0704 1.3521 -2.9299
O 24.69100 33.17800 10.19600 -0.5854 1.3593 3.5689
C 24.90600 32.81300 9.01700 1.7725 -10.2786 -0.7075
O 25.05200 31.54600 8.78200 -0.1055 5.5928 0.0923
C 24.69100 33.88900 8.12000 -0.3846 -3.4698 -4.7582
O 24.30900 34.85100 8.73300 -1.6788 6.5092 4.6075
O 24.46500 33.73400 6.96600 0.7737 -0.5197 -2.9756
O 24.45300 29.21600 7.66000 -5.7953 0.0998 -3.9082
H 24.14400 30.07200 7.92100 0.4853 0.6538 0.3975
H 25.17400 28.98800 8.09100 5.2449 -1.1235 3.3364
O 20.74000 33.76100 14.51400 -0.9568 1.7250 -1.8506
H 21.03200 34.45600 13.82500 -0.1545 -1.5153 1.6180
H 19.76900 33.87500 14.36100 0.9565 -0.3606 0.5667
O 23.25700 35.68100 4.40100 -2.5667 -0.6641 2.4141
H 24.19700 35.53300 4.30700 0.1759 -0.1116 1.0436
H 22.84300 35.47400 5.37300 2.3750 0.8691 -3.4235
O 25.54500 34.47200 15.64500 0.4453 3.0798 -2.0706
H 24.88600 35.23700 15.42800 1.1732 -2.4499 1.6211
H 25.26200 33.73600 16.13700 -1.3912 -0.8075 0.8132
O 23.91600 39.85300 11.89200 2.7735 1.4238 -2.0347
H 24.80300 39.81500 11.36500 -2.4611 0.0005 1.5102
H 23.79100 38.97100 12.18200 -0.2838 -1.4649 0.5654
O 24.23400 32.45100 4.50300 1.0616 -4.7521 2.5676
H 24.47300 32.80500 5.35400 0.0500 0.6504 0.3011
H 24.02200 33.07700 3.91600 -1.2356 4.0305 -2.9864
O 23.69600 36.63600 15.63300 2.7102 1.4608 0.4764
H 23.77800 36.40800 14.72300 -0.7873 0.0558 -1.4243
H 22.96200 36.25700 16.03100 -2.2731 -1.2080 0.6359
O 24.94400 36.85800 7.00600 -0.2107 -0.8736 0.5999
H 24.70000 36.21000 7.69900 -0.2783 0.3720 -1.0115
H 25.38600 37.47200 7.57600 0.5935 1.0983 0.1041
O 27.19600 37.70300 11.45500 2.5197 3.9554 -0.0371
H 26.73500 36.92400 11.63000 -0.9549 -1.7367 1.5250
H 27.64900 38.22000 12.21000 -1.6759 -2.2062 -1.5065
O 26.90500 32.45800 11.73300 -1.4157 -0.8219 1.3302
H 27.70000 32.73200 11.32800 0.8743 0.5720 -1.0636
H 26.11400 32.57900 11.18800 0.8365 0.1299 -0.0058
```
Positions in Å, forces in eV/Å.

Calculated values
gap between HOMO and LUMO	8.57	eV
E_LUMO	1.1038	eV
total energy	-76497.447	eV
charge	-1
molar mass	724.17	g mol⁻¹
highest occupied orbital energy	-7.5	eV


Record 2
Below is 3 unconnected molecules or ions with the total composition C19H44ClN3O11P2, with properties calculated with ωB97M-V/def2-TZVPD.

Geometry as XYZ:
```
80
Properties=species:S:1:pos:R:3:forces:R:3
C 1.48646 -0.76044 0.18945 0.5658 0.0894 -0.3980
C 1.27096 0.63900 -0.30632 -0.6051 0.0643 0.3360
O -0.11497 0.94740 -0.34513 0.0924 -0.1219 -0.1724
C -0.30727 2.34616 -0.38597 -0.3367 -0.6656 0.5046
C -1.66655 2.62823 -0.99507 0.2874 -0.0277 -0.6063
O -2.60002 1.56954 -0.79499 -0.0818 0.6480 -0.2124
C -3.51232 1.69232 0.19540 -0.6454 -0.3146 0.3116
P -2.76283 2.39519 1.83454 0.9714 -0.3279 -0.0779
O -3.59762 1.56999 2.96428 0.2141 0.3624 -0.1059
Cl -3.65984 4.26026 1.85671 0.0257 -0.1627 0.1626
O -4.68710 2.52013 -0.13343 -0.2328 0.1118 -0.0515
C -5.73158 1.99635 0.54411 -1.9390 0.7825 0.8602
O -6.81919 2.51667 0.71771 2.4955 -1.1427 -0.4483
O -5.36167 0.77554 1.10160 -0.9450 0.3780 -0.4811
C -4.23520 0.37449 0.32091 0.2638 -0.1629 -0.7181
P -5.14419 -0.10906 -1.27951 -0.1490 0.6306 -0.2298
N -5.76059 -1.58561 -0.66024 0.1611 -0.0331 0.0251
O -4.00704 -0.64441 -2.32707 0.0438 -0.5877 0.6433
H 0.82875 -1.46980 -0.28497 -0.0954 -0.0747 -0.0850
H 2.49666 -1.04414 -0.07950 0.3478 -0.1723 -0.0017
H 1.42433 -0.80610 1.26428 -0.3337 -0.1601 0.3669
H 1.66662 0.79349 -1.30495 0.3550 0.0504 -0.2501
H 1.74834 1.31408 0.39675 0.3719 0.3786 -0.0202
H 0.46747 2.81848 -0.97876 0.1951 0.3049 -0.2161
H -0.25484 2.70832 0.63386 0.1701 0.3521 0.2739
H -1.53162 2.69771 -2.06440 -0.1559 -0.0987 -0.4026
H -2.05345 3.58937 -0.68174 -0.2249 0.2475 0.2812
H -4.18743 2.16821 3.42921 -0.4692 -0.0883 0.2642
H -3.64965 -0.46671 0.66393 -0.0314 -0.0820 0.8373
H -6.25026 -2.06744 -1.40086 -0.0352 -0.1841 -0.2330
H -6.47942 -1.34482 0.01303 -0.0397 -0.0262 0.2922
H -4.18479 -0.17369 -3.13627 0.1822 0.2072 -0.5746
C -1.55205 -2.81012 0.03357 0.0112 0.0920 -0.0001
O -2.39806 -2.52170 1.13009 0.0486 -0.0827 -0.1256
C -3.59824 -3.29250 1.15818 -0.0983 0.1257 0.3050
C -3.59936 -4.24473 2.33260 0.2993 -0.0615 -0.0188
N -2.62867 -5.31662 2.14595 -0.0885 0.0623 0.1152
C -2.42021 -6.15348 3.32285 0.1035 -0.0366 -0.2033
C -1.80730 -5.50404 4.55839 -0.0922 -0.1859 0.1820
O -0.46581 -5.09015 4.38740 -0.0215 0.1270 -0.0477
C -0.29122 -3.78994 3.85481 0.1783 -0.1007 0.0354
H -0.73961 -2.08594 0.04975 -0.3443 -0.1167 0.0845
H -1.12566 -3.81746 0.10178 -0.0359 -0.0376 -0.0606
H -2.08797 -2.71032 -0.91484 -0.0006 -0.0283 -0.0291
H -3.75098 -3.82344 0.21643 0.0732 -0.0273 -0.0282
H -4.41806 -2.58617 1.27337 -0.1137 -0.0493 -0.0182
H -4.59610 -4.68324 2.43566 -0.0071 -0.0133 0.0220
H -3.39142 -3.65356 3.23553 -0.1525 0.0536 0.0092
H -1.74226 -4.90977 1.87988 0.0379 0.0052 -0.0536
H -1.76218 -6.97204 3.02164 -0.0045 -0.0376 0.0493
H -3.37734 -6.60437 3.60290 -0.0305 0.0352 0.0227
H -1.78602 -6.26221 5.34578 0.0190 0.0025 0.0070
H -2.41720 -4.67721 4.94120 0.0150 0.0730 -0.0963
H -1.09946 -3.11671 4.15079 -0.0471 -0.0002 -0.0429
H -0.21420 -3.80626 2.76399 -0.0954 0.0862 -0.0204
H 0.64831 -3.39780 4.24560 -0.0087 -0.0205 0.0301
C 6.26489 0.28778 -3.12332 0.0623 0.0520 0.0773
O 6.94591 1.46608 -2.73935 -0.1561 -0.1104 -0.0689
C 7.01615 2.45717 -3.75693 0.2663 0.1471 0.0619
C 6.19323 3.66958 -3.38457 -0.1912 -0.1034 0.0914
N 4.76825 3.36784 -3.42575 0.0829 0.0966 0.0663
C 3.91263 4.41703 -2.88196 -0.0778 -0.1845 -0.0970
C 4.03239 4.73549 -1.39608 -0.1110 0.2477 -0.0267
O 3.60560 3.68605 -0.54858 0.1008 -0.0771 0.0479
C 4.59440 2.72481 -0.22031 -0.2795 -0.0634 0.0430
H 6.37982 -0.43322 -2.31624 0.0149 0.0182 0.0306
H 5.19564 0.46742 -3.28251 0.0055 -0.0385 -0.0851
H 6.69456 -0.13789 -4.03469 -0.0409 -0.0159 -0.0308
H 6.70281 2.05416 -4.72351 -0.0967 -0.0267 0.0129
H 8.06357 2.75950 -3.84314 0.0064 -0.0216 -0.0204
H 6.40549 4.47678 -4.09114 -0.0121 0.0284 0.0048
H 6.51952 3.99558 -2.38732 0.1218 0.0635 -0.0506
H 4.60117 2.51582 -2.90766 -0.0141 -0.0548 -0.0061
H 2.87917 4.11565 -3.07123 -0.0308 0.0571 0.0117
H 4.08251 5.33560 -3.45174 0.0432 0.0202 0.0093
H 3.36402 5.57576 -1.19018 -0.0084 -0.0065 0.0220
H 5.03965 5.06641 -1.11813 0.0560 -0.1061 -0.0257
H 5.59402 3.16305 -0.17943 0.0220 0.0000 -0.0631
H 4.58644 1.89190 -0.92951 0.1703 -0.0035 -0.0063
H 4.34907 2.32275 0.76333 -0.0020 0.0428 0.0096
```
Positions in Å, forces in eV/Å.

Calculated values
gap between HOMO and LUMO	8.86	eV
E_LUMO	0.5456	eV
total energy	-78506.808	eV
SMILES	CCOCCO[C@@]1(P(O)Cl)OC(=O)O[C@H]1P(N)O.COCCNCCOC.COCCNCCOC
molar mass	587.97	g mol⁻¹
highest occupied orbital energy	-8.3	eV


Record 3
Below is a molecular structure, C19H44GaI2O9P2, with properties calculated with ωB97M-V/def2-TZVPD.

Geometry as XYZ:
```
77
Properties=species:S:1:pos:R:3:forces:R:3
Ga 0.95674 -0.42999 -1.75899 -0.0814 -0.2908 -0.6181
C -2.05733 -1.02403 -2.79492 -0.0124 -0.0771 -0.0085
O -0.76378 -0.44610 -3.06777 -0.0374 -0.0636 0.2964
C -0.77178 0.49852 -4.15001 0.0237 0.0549 -0.0433
C 0.48819 1.33154 -4.00790 -0.0859 0.0250 -0.0371
O 1.56678 0.49020 -3.51636 -0.1702 0.1007 0.1953
C 2.16467 -0.43455 -4.46738 0.0570 -0.1162 -0.0341
C 1.55711 -1.81367 -4.30644 0.0235 0.0740 -0.0594
O 1.42347 -2.06502 -2.89366 0.1221 0.0910 0.1620
C 0.93543 -3.40851 -2.62782 0.0035 -0.1084 -0.0048
H -2.74647 -0.24888 -2.46297 0.0038 0.0188 -0.0001
H -1.91991 -1.77106 -2.01512 0.0082 -0.0024 -0.0072
H -2.43800 -1.50703 -3.69469 -0.0008 0.0049 0.0047
H -1.64587 1.14926 -4.08142 -0.0161 -0.0391 0.0112
H -0.81592 -0.05041 -5.09346 -0.0011 -0.0012 0.0122
H 0.36463 2.09700 -3.24614 0.0382 0.0037 -0.0228
H 0.78411 1.79745 -4.94630 0.0277 -0.0361 0.0070
H 3.22928 -0.44868 -4.24458 -0.0234 0.0233 0.0236
H 2.02420 -0.05780 -5.47966 -0.0108 0.0211 0.0263
H 2.22568 -2.55978 -4.73819 -0.0141 -0.0011 0.0110
H 0.57555 -1.90455 -4.77373 -0.0053 -0.0031 0.0242
H 1.69381 -4.11976 -2.94857 0.0025 0.0171 -0.0143
H 0.00897 -3.57219 -3.17894 -0.0017 0.0187 -0.0020
H 0.76783 -3.48934 -1.56126 0.0162 0.0142 0.0001
C -0.12403 4.65989 1.85060 -0.0025 -0.0022 -0.0361
C 0.27191 3.64400 0.81066 0.0600 0.1030 0.0439
C 1.74972 3.31584 0.84332 -0.0645 -0.0377 0.0228
O -0.50374 2.38555 1.12522 -0.0112 -0.0510 -0.0393
P -0.94729 1.32938 0.09629 -0.0304 -0.0111 -0.0542
O 0.12246 1.05871 -0.96433 0.2088 0.1989 0.0402
C -1.24493 -0.17441 1.05411 0.1098 0.0605 -0.0364
P 0.18723 -1.25770 1.15626 0.0354 0.0037 -0.0138
O 0.69169 -1.53844 -0.26772 -0.1187 0.0137 -0.0080
O 1.33140 -0.57542 1.94918 -0.1190 -0.0811 -0.0382
C 1.32460 -0.46537 3.45853 0.1065 0.0309 0.0957
C 2.70232 -0.86127 3.92564 -0.0247 -0.0039 0.0006
C 0.95254 0.94367 3.84796 0.0083 -0.0117 -0.0208
O -0.35088 -2.52375 1.83599 -0.0214 0.0710 -0.0158
C 0.44597 -3.67481 2.40086 0.0387 -0.1237 0.0497
C 0.74821 -4.64380 1.28516 -0.0184 0.0497 0.0045
C -0.39501 -4.24628 3.51151 -0.0107 0.0351 -0.0226
O -2.22669 1.69535 -0.68741 0.0813 0.0269 0.0120
C -3.50399 2.35508 -0.22891 -0.1500 0.0518 0.0474
C -3.93346 1.82429 1.11799 0.0468 0.0071 -0.0287
C -3.32301 3.85059 -0.26668 0.0494 -0.0453 -0.0286
H 0.49961 5.54512 1.72242 -0.0033 0.0119 0.0080
H 0.05258 4.26276 2.85018 0.0151 0.0093 0.0070
H -1.16286 4.96859 1.76634 -0.0100 -0.0171 0.0152
H -0.04661 3.95479 -0.18600 -0.0252 -0.0533 -0.0056
H 2.11726 3.30100 1.86872 -0.0002 -0.0295 0.0027
H 2.29851 4.08550 0.30085 0.0075 0.0274 0.0238
H 1.95675 2.35144 0.38182 0.0181 0.0341 -0.0479
H -2.05430 -0.72992 0.57480 -0.0052 -0.0367 0.0178
H -1.57240 0.08989 2.06177 -0.0258 0.0031 0.0055
H 0.57698 -1.17665 3.81522 -0.0271 -0.0011 -0.0515
H 3.45192 -0.17545 3.53113 -0.0008 0.0065 -0.0055
H 2.96126 -1.87871 3.63554 -0.0079 -0.0065 -0.0058
H 2.72942 -0.80502 5.01406 0.0181 -0.0022 0.0058
H 1.75428 1.63679 3.59471 -0.0037 0.0038 -0.0250
H 0.80882 0.97282 4.92812 0.0172 0.0202 0.0123
H 0.03116 1.28349 3.37743 -0.0206 -0.0268 0.0154
H 1.36739 -3.23814 2.78973 -0.0284 0.0429 -0.0043
H -0.17245 -5.02028 0.83916 -0.0083 -0.0042 0.0044
H 1.29557 -5.49088 1.69830 -0.0031 -0.0148 -0.0062
H 1.37258 -4.18488 0.51774 0.0219 -0.0070 -0.0044
H -1.32429 -4.65665 3.11799 -0.0054 -0.0108 -0.0012
H -0.63045 -3.49494 4.26389 0.0071 0.0037 0.0117
H 0.15805 -5.04997 3.99677 0.0009 -0.0144 0.0007
H -4.19652 2.03520 -1.00503 0.0356 -0.0216 -0.0033
H -3.22960 2.11722 1.90085 -0.0088 -0.0030 0.0159
H -4.06709 0.74259 1.11432 -0.0074 -0.0079 -0.0066
H -4.89684 2.26708 1.36979 -0.0048 0.0026 0.0069
H -2.69261 4.18764 0.55485 0.0006 0.0187 -0.0104
H -4.29904 4.32245 -0.15511 -0.0037 0.0110 0.0147
H -2.90064 4.17868 -1.21548 -0.0143 -0.0011 -0.0107
I 3.63137 0.15254 -1.24734 0.0965 0.0843 0.1817
I 4.59981 -1.66776 0.42453 -0.0639 -0.0342 -0.0576
```
Positions in Å, forces in eV/Å.

Calculated values
gap between HOMO and LUMO	7.76	eV
E_LUMO	-9.8771	eV
total energy	-125981.718	eV
charge	+3
molar mass	802.03	g mol⁻¹
highest occupied orbital energy	-17.6	eV